ORCA calculation (ωB97M-V with the def2-TZVPD basis set) on a molecular structure, C2H3AlO3 in a non-equilibrium geometry.

Structure (XYZ):
```
9
C2H3AlO3, DFT ωB97M-V with the def2-TZVPD basis set
Al -0.88 -0.91 1.06
O -0.34 -1.23 -0.80
O -0.65 0.90 1.12
O 0.71 0.51 0.77
C 0.86 0.46 -0.59
C -0.17 -0.16 -1.45
H 0.52 1.40 -1.31
H -0.97 0.37 -1.99
H 1.90 0.21 -0.87
```

Computed properties:
* 2S+1: 2
* ⟨S²⟩: 0.7520
* molecular weight: 102.0 g mol⁻¹
* HOMO (alpha / beta): -14.540 / -15.524 eV
* charge: +1
* total energy: -545.68480 Eh
* ΔE to the lowest compared entry with this formula, charge and spin: 46.4 kcal/mol

=====

ORCA calculation (ωB97M-V with the def2-TZVPD basis set) on C2H3BF2O in the gas phase in a non-equilibrium geometry.

Structure (XYZ):
```
9
C2H3BF2O, DFT ωB97M-V with the def2-TZVPD basis set
F -0.36 0.82 -1.40
F -0.76 -1.25 1.86
O -1.08 -1.89 -0.26
C -0.18 0.30 0.36
C -0.79 -1.02 0.48
B 0.95 0.66 -0.62
H 1.28 1.86 -0.57
H 1.57 -0.37 -0.88
H -0.64 0.90 1.04
```

Computed properties:
* 2S+1: 1
* molecular weight: 91.9 g mol⁻¹
* HOMO: -11.598 eV
* total energy: -377.74033 Eh
* ΔE to the lowest compared entry with this formula, charge and spin: 87.2 kcal/mol

=====

ORCA calculation (ωB97M-V with the def2-TZVPD basis set) on C2H3BO2 in the gas phase in a non-equilibrium geometry.

Structure (XYZ):
```
8
C2H3BO2, DFT ωB97M-V with the def2-TZVPD basis set
O -0.24 -1.12 -0.66
O 1.03 0.63 0.13
C -1.09 -0.15 0.24
C -0.23 0.83 0.57
B 1.01 -0.53 -0.63
H -0.32 1.76 1.20
H 1.93 -1.06 -1.09
H -2.08 -0.34 0.23
```

Computed properties:
* 2S+1: 3
* ⟨S²⟩: 2.0065
* molecular weight: 69.9 g mol⁻¹
* HOMO (alpha / beta): -5.288 / -12.318 eV
* total energy: -253.20660 Eh
* ΔE to the lowest compared entry with this formula, charge and spin: 8.8 kcal/mol

=====

ORCA calculation (ωB97M-V with the def2-TZVPD basis set) on 2 unconnected molecules or ions with the total composition C2H3BO3 in a non-equilibrium geometry.

Structure (XYZ):
```
9
C2H3BO3, DFT ωB97M-V with the def2-TZVPD basis set
O -0.72 -0.37 -0.85
O -2.60 0.62 0.16
O 1.49 1.24 0.54
C -1.63 -0.03 0.01
C -0.66 -1.00 0.49
B 2.10 1.18 -0.47
H -0.89 -2.05 0.48
H 0.20 -0.68 1.07
H 2.71 1.09 -1.43
```

Computed properties:
* 2S+1: 1
* molecular weight: 85.9 g mol⁻¹
* HOMO: -10.362 eV
* total energy: -328.55833 Eh
* ΔE to the lowest compared entry with this formula, charge and spin: 89.4 kcal/mol

=====

ORCA calculation (ωB97M-V with the def2-TZVPD basis set) on a molecular structure, C2H3Br2N3 in a non-equilibrium geometry.

Structure (XYZ):
```
10
C2H3Br2N3, DFT ωB97M-V with the def2-TZVPD basis set
Br 0.94 -1.28 2.33
Br -2.76 -0.62 -1.22
N 0.59 0.74 -0.44
N -1.57 -0.14 0.04
N 1.31 -0.18 -0.20
C 1.64 -1.13 0.57
C -0.84 0.94 -0.36
H -0.98 1.55 -1.29
H 2.42 -1.67 0.25
H -0.75 1.78 0.32
```

Computed properties:
* 2S+1: 1
* molecular weight: 228.9 g mol⁻¹
* HOMO (alpha / beta): -7.893 / -8.943 eV
* total energy: -5390.08996 Eh
* ΔE to the lowest compared entry with this formula, charge and spin: 146.9 kcal/mol

=====

ORCA calculation (ωB97M-V with the def2-TZVPD basis set) on 2 unconnected molecules or ions with the total composition C2H3Br2O2Si in a non-equilibrium geometry.

Structure (XYZ):
```
10
C2H3Br2O2Si, DFT ωB97M-V with the def2-TZVPD basis set
Br 0.95 -3.39 0.48
Br -2.26 -1.93 1.85
Si -0.82 -1.99 -0.19
O -3.41 0.15 -0.60
O -3.07 1.43 1.25
C -0.08 -0.21 0.10
C -3.19 0.78 0.34
H -0.86 0.57 -0.17
H 0.75 -0.24 -0.65
H 0.38 0.03 1.03
```

Computed properties:
* 2S+1: 1
* molecular weight: 246.9 g mol⁻¹
* HOMO: -3.376 eV
* charge: -1
* total energy: -5666.18389 Eh
* ΔE to the lowest compared entry with this formula, charge and spin: 0.6 kcal/mol

=====

ORCA calculation (ωB97M-V with the def2-TZVPD basis set) on C2H3BrCl2Si in the gas phase in a non-equilibrium geometry.

Structure (XYZ):
```
9
C2H3BrCl2Si, DFT ωB97M-V with the def2-TZVPD basis set
Br -2.70 2.06 2.37
Cl -3.86 0.96 -1.13
Cl -1.50 3.44 -1.37
Si -2.10 1.68 -0.40
C -0.81 0.38 0.03
C 0.20 -0.15 -0.64
H 0.51 0.09 -1.58
H -0.92 0.18 1.03
H 0.85 -0.86 -0.08
```

Computed properties:
* 2S+1: 1
* molecular weight: 205.9 g mol⁻¹
* HOMO: -9.767 eV
* total energy: -3861.96930 Eh
* ΔE to the lowest compared entry with this formula, charge and spin: 34.3 kcal/mol

=====

ORCA calculation (ωB97M-V with the def2-TZVPD basis set) on a molecular structure, C2H3BrClIO in a non-equilibrium geometry.

Structure (XYZ):
```
9
C2H3BrClIO, DFT ωB97M-V with the def2-TZVPD basis set
I 1.49 -0.36 -1.98
Br 1.00 1.65 1.63
Cl -1.36 -1.19 1.53
O -1.23 0.24 -1.43
C -0.24 -0.32 -0.78
C -0.18 -1.08 0.23
H -2.16 0.19 -1.23
H 0.54 -1.85 0.45
H 2.14 2.72 1.58
```

Computed properties:
* 2S+1: 1
* molecular weight: 285.3 g mol⁻¹
* HOMO: -9.008 eV
* total energy: -3485.08009 Eh
* ΔE to the lowest compared entry with this formula, charge and spin: 26.0 kcal/mol

=====

ORCA calculation (ωB97M-V with the def2-TZVPD basis set) on 2 unconnected molecules or ions with the total composition C2H3BrClNO2 in a non-equilibrium geometry.

Structure (XYZ):
```
10
C2H3BrClNO2, DFT ωB97M-V with the def2-TZVPD basis set
Br -1.75 -1.29 -1.06
Cl 0.01 1.13 -1.77
O -1.23 1.70 0.71
O 0.46 1.09 1.92
N -0.08 1.29 0.84
C 0.66 0.94 -0.24
C -0.20 -1.69 -0.15
H 1.74 0.97 -0.10
H 0.58 -1.81 -0.91
H -0.18 -2.33 0.77
```

Computed properties:
* 2S+1: 1
* molecular weight: 188.4 g mol⁻¹
* HOMO (alpha / beta): -9.079 / -9.616 eV
* total energy: -3317.21178 Eh
* ΔE to the lowest compared entry with this formula, charge and spin: 88.2 kcal/mol

=====

ORCA calculation (ωB97M-V with the def2-TZVPD basis set) on C2H3BrINO2 in the gas phase in a non-equilibrium geometry.

Structure (XYZ):
```
10
C2H3BrINO2, DFT ωB97M-V with the def2-TZVPD basis set
I 0.24 -0.96 2.26
Br -1.06 1.45 -2.10
O -1.68 -0.28 0.22
O -0.11 -1.72 0.06
N -0.71 -0.72 -0.49
C -0.24 -0.15 -1.60
C 0.90 0.66 1.37
H 0.45 1.59 1.36
H 0.31 -0.80 -2.26
H 1.91 0.92 1.18
```

Computed properties:
* 2S+1: 1
* molecular weight: 279.9 g mol⁻¹
* HOMO (alpha / beta): -8.360 / -8.442 eV
* total energy: -3154.67310 Eh
* ΔE to the lowest compared entry with this formula, charge and spin: 97.2 kcal/mol

=====

ORCA calculation (ωB97M-V with the def2-TZVPD basis set) on C2H3BrN2O4 in the gas phase in a non-equilibrium geometry.

Structure (XYZ):
```
12
C2H3BrN2O4, DFT ωB97M-V with the def2-TZVPD basis set
Br -0.80 -1.80 2.25
O -3.18 -0.95 0.80
O -2.86 1.21 0.75
O -1.30 1.42 3.02
O 0.53 1.37 1.93
N -2.52 0.03 0.92
N -0.57 1.08 2.20
C -1.05 -0.17 1.18
C -0.28 -0.22 -0.16
H -0.08 -1.37 -0.26
H -0.88 0.29 -0.92
H 0.56 0.39 0.01
```

Computed properties:
* 2S+1: 1
* molecular weight: 199.0 g mol⁻¹
* HOMO: -11.196 eV
* total energy: -3062.26090 Eh
* ΔE to the lowest compared entry with this formula, charge and spin: 0.0 kcal/mol

=====

ORCA calculation (ωB97M-V with the def2-TZVPD basis set) on C2H3BrN2S in the gas phase in a non-equilibrium geometry.

Structure (XYZ):
```
9
C2H3BrN2S, DFT ωB97M-V with the def2-TZVPD basis set
Br 2.55 -0.50 -0.11
S 0.07 -0.89 -0.65
N -0.59 0.59 0.06
N -0.35 2.99 -0.08
C -0.45 -2.35 0.14
C -0.34 1.80 -0.07
H 0.02 -3.01 -0.58
H 0.15 3.71 0.24
H -1.07 -2.33 1.05
```

Computed properties:
* 2S+1: 1
* molecular weight: 167.0 g mol⁻¹
* HOMO (alpha / beta): -8.458 / -8.501 eV
* total energy: -3159.58787 Eh
* ΔE to the lowest compared entry with this formula, charge and spin: 74.3 kcal/mol

=====

ORCA calculation (ωB97M-V with the def2-TZVPD basis set) on 2 unconnected molecules or ions with the total composition C2H3BrN4 in a non-equilibrium geometry.

Structure (XYZ):
```
10
C2H3BrN4, DFT ωB97M-V with the def2-TZVPD basis set
Br -1.78 -2.10 2.58
N 0.69 -0.14 -0.46
N -1.43 2.52 -1.09
N -1.28 0.62 0.49
N -0.43 -2.26 1.52
C -0.26 -0.25 0.43
C -1.41 1.66 -0.33
H -1.99 0.46 1.20
H 0.73 0.59 -1.18
H 1.42 -0.84 -0.46
```

Computed properties:
* 2S+1: 1
* molecular weight: 163.0 g mol⁻¹
* HOMO (alpha / beta): -7.942 / -8.052 eV
* total energy: -2870.84373 Eh
* ΔE to the lowest compared entry with this formula, charge and spin: 98.6 kcal/mol

=====

ORCA calculation (ωB97M-V with the def2-TZVPD basis set) on a molecular structure, C2H3BrN4O in a non-equilibrium geometry.

Structure (XYZ):
```
11
C2H3BrN4O, DFT ωB97M-V with the def2-TZVPD basis set
Br -2.62 0.24 -0.01
O 1.26 -0.89 -0.16
N 0.87 -2.16 0.06
N -0.35 -2.35 -0.09
N 0.55 1.36 -0.17
N -1.04 -3.35 -0.07
C 0.22 0.04 -0.21
C -0.99 -0.52 -0.29
H 1.40 1.80 -0.01
H -0.09 2.10 0.01
H -1.79 -3.33 0.55
```

Computed properties:
* 2S+1: 3
* ⟨S²⟩: 2.0263
* molecular weight: 179.0 g mol⁻¹
* HOMO (alpha / beta): -5.731 / -8.005 eV
* total energy: -2945.95475 Eh
* ΔE to the lowest compared entry with this formula, charge and spin: 74.2 kcal/mol

=====

ORCA calculation (ωB97M-V with the def2-TZVPD basis set) on 2 unconnected molecules or ions with the total composition C2H3BrO in a non-equilibrium geometry.

Structure (XYZ):
```
7
C2H3BrO, DFT ωB97M-V with the def2-TZVPD basis set
Br 1.98 -0.44 -0.06
O -1.26 0.66 1.86
C 0.31 -0.75 -0.80
C -0.72 0.70 0.79
H -0.30 1.53 0.20
H -0.20 -1.61 -0.39
H 0.19 -0.08 -1.61
```

Computed properties:
* 2S+1: 1
* molecular weight: 122.9 g mol⁻¹
* HOMO (alpha / beta): -8.213 / -8.223 eV
* total energy: -2727.11731 Eh
* ΔE to the lowest compared entry with this formula, charge and spin: 87.0 kcal/mol

=====

ORCA calculation (ωB97M-V with the def2-TZVPD basis set) on 2 unconnected molecules or ions with the total composition C2H3BrOS in a non-equilibrium geometry.

Structure (XYZ):
```
8
C2H3BrOS, DFT ωB97M-V with the def2-TZVPD basis set
Br 3.68 -0.36 0.28
S 2.61 0.89 -1.04
O -0.43 -1.71 -1.21
C -0.14 0.36 -0.17
C -0.03 -1.05 -0.27
H 0.44 -1.55 0.60
H 0.10 0.88 0.74
H -0.60 0.92 -0.97
```

Computed properties:
* 2S+1: 1
* molecular weight: 155.0 g mol⁻¹
* HOMO: -9.121 eV
* total energy: -3125.32466 Eh
* ΔE to the lowest compared entry with this formula, charge and spin: 70.0 kcal/mol

=====

ORCA calculation (ωB97M-V with the def2-TZVPD basis set) on C2H3BrS in the gas phase.

Structure (XYZ):
```
7
C2H3BrS, DFT ωB97M-V with the def2-TZVPD basis set
Br 2.17 0.18 0.00
S -1.93 1.11 0.11
C 0.33 -0.39 0.36
C -0.62 0.37 -0.48
H 0.14 -0.24 1.43
H -0.39 0.42 -1.54
H 0.30 -1.45 0.12
```

Computed properties:
* 2S+1: 1
* molecular weight: 139.0 g mol⁻¹
* HOMO: -9.196 eV
* total energy: -3050.17763 Eh
* ΔE to the lowest compared entry with this formula, charge and spin: 0.0 kcal/mol

=====

ORCA calculation (ωB97M-V with the def2-TZVPD basis set) on C2H3BrS in the gas phase in a non-equilibrium geometry.

Structure (XYZ):
```
7
C2H3BrS, DFT ωB97M-V with the def2-TZVPD basis set
Br -2.24 0.55 -0.03
S 0.30 -1.65 -0.09
C -0.39 -0.04 -0.53
C 0.69 0.11 0.47
H -0.41 0.46 -1.73
H 0.24 0.16 1.56
H 1.81 0.40 0.35
```

Computed properties:
* 2S+1: 1
* molecular weight: 139.0 g mol⁻¹
* HOMO: -9.331 eV
* total energy: -3050.13439 Eh
* ΔE to the lowest compared entry with this formula, charge and spin: 27.1 kcal/mol

=====

ORCA calculation (ωB97M-V with the def2-TZVPD basis set) on 2 unconnected molecules or ions with the total composition C2H3BrS in a non-equilibrium geometry.

Structure (XYZ):
```
7
C2H3BrS, DFT ωB97M-V with the def2-TZVPD basis set
Br -2.92 -0.15 0.04
S -0.41 1.95 -0.02
C 0.13 0.32 -0.63
C -0.97 0.36 0.35
H 0.10 -0.09 -1.59
H 1.16 0.35 -0.28
H -0.61 -0.29 1.89
```

Computed properties:
* 2S+1: 1
* molecular weight: 139.0 g mol⁻¹
* HOMO: -9.224 eV
* total energy: -3050.06562 Eh
* ΔE to the lowest compared entry with this formula, charge and spin: 70.3 kcal/mol

=====

ORCA calculation (ωB97M-V with the def2-TZVPD basis set) on a molecular structure, C2H3CaFO in a non-equilibrium geometry.

Structure (XYZ):
```
8
C2H3CaFO, DFT ωB97M-V with the def2-TZVPD basis set
Ca 1.94 -0.33 -0.77
F -1.02 1.48 -0.31
O 1.52 1.10 0.47
C -0.34 -0.77 -0.32
C -0.34 0.49 0.37
H -0.95 -0.84 -1.23
H -0.25 -1.64 0.35
H -0.55 0.52 1.44
```

Computed properties:
* 2S+1: 1
* molecular weight: 102.1 g mol⁻¹
* HOMO: -7.446 eV
* total energy: -930.61888 Eh
* ΔE to the lowest compared entry with this formula, charge and spin: 12.5 kcal/mol